w | ORCA calculation (wB97M-V/def2-TZVPD) on a single C4H5NS molecule.

Each line ends with the Löwdin charge.
Cartesian coordinates (Å):
C -3.331 -0.029 -0.327  0.08
C -2.173 0.309 -0.208  -0.21
C -0.865 0.686 0.305  -0.24
S 1.096 1.167 -0.669  0.82
N 1.653 -0.169 -0.076  -0.57
C 2.759 -0.690 0.150  -0.14
H -4.298 -0.477 -0.760  0.07
H -0.772 1.655 0.815  0.05
H -0.457 -0.230 0.708  0.04
H 2.714 -1.752 0.348  0.06
H 3.674 -0.470 -0.287  0.04

Results
Orbital gap ... 8.3841 eV
Spin multiplicity ... 1
HOMO energy ... -8.64 eV
LUMO energy ... -0.25 eV
SMILES string ... C#CCSN=C

---

x | ORCA calculation (wB97M-V/def2-TZVPD) on a single C4H5NS molecule.

Each line ends with the Löwdin charge.
Cartesian coordinates (Å):
C -2.214 0.699 -0.078  -0.05
C -0.928 0.389 -0.194  -0.50
S -0.315 -1.242 -0.505  0.90
C 1.294 -1.069 0.253  -0.51
C 2.004 0.104 -0.149  -0.32
N 2.635 1.039 -0.486  0.15
H -2.393 1.770 -0.029  0.07
H -2.975 0.034 -0.009  0.02
H -0.250 1.203 -0.079  0.05
H 2.001 -1.896 -0.030  0.11
H 1.141 -1.030 1.305  0.07

Results
Orbital gap ... 9.6569 eV
Spin multiplicity ... 1
HOMO energy ... -9.04 eV
LUMO energy ... 0.62 eV
SMILES string ... C=CSCC#N

---

Which structure is the least stable? The one labeled w.

---

w | ORCA calculation (wB97M-V/def2-TZVPD) on a single C4H5NS molecule.

Each line ends with the Löwdin charge.
Cartesian coordinates (Å):
C 0.743 -0.801 0.647  -0.10
C -0.604 -0.720 -0.104  -0.84
S -1.750 -1.834 -0.205  0.75
C -0.794 0.704 -0.593  -0.23
C 0.412 1.339 -0.725  -0.31
N 1.493 1.764 -0.792  0.18
H 0.821 0.034 1.402  0.11
H 1.584 -0.646 0.015  0.07
H 0.796 -1.677 1.157  0.03
H -1.621 0.731 -1.328  0.13
H -1.081 1.107 0.528  0.20

Results
Orbital gap ... 8.7075 eV
Spin multiplicity ... 1
HOMO energy ... -9.19 eV
LUMO energy ... -0.48 eV
SMILES string ... CC(=S)CC#N

---

x | ORCA calculation (wB97M-V/def2-TZVPD) on a single C4H5NS molecule.

Each line ends with the Löwdin charge.
Cartesian coordinates (Å):
C 3.001 -0.733 -0.018  0.12
C 1.880 -0.269 -0.053  -0.10
C 0.521 0.236 0.052  -0.45
C 0.237 1.742 -0.006  -0.06
N -0.402 -0.707 0.125  -0.31
S -2.087 -0.291 -0.034  0.72
H 4.074 -0.981 -0.071  0.05
H 1.200 2.161 -0.253  0.07
H -0.003 2.151 0.987  0.09
H -0.508 1.982 -0.751  0.06
H -2.387 -1.565 -0.085  -0.17

Results
Orbital gap ... 9.2357 eV
Spin multiplicity ... 1
HOMO energy ... -8.78 eV
LUMO energy ... 0.45 eV
SMILES string ... C#C/C(C)=N/S

---

y | ORCA calculation (wB97M-V/def2-TZVPD) on a single C4H5NS molecule.

Each line ends with the Löwdin charge.
Cartesian coordinates (Å):
C 0.354 1.358 -0.067  -0.20
N 0.969 0.718 0.815  0.03
C 0.641 -0.706 0.677  -0.28
C -0.552 -0.868 -0.224  -0.54
S -1.999 0.029 0.311  0.87
C -0.707 0.584 -0.829  -0.45
H 0.665 2.337 -0.134  0.09
H 0.452 -1.091 1.758  0.13
H 1.602 -1.240 0.289  0.14
H -0.531 -1.839 -0.704  0.10
H -0.895 0.717 -1.894  0.10

Results
Orbital gap ... 9.7631 eV
Spin multiplicity ... 1
HOMO energy ... -8.95 eV
LUMO energy ... 0.81 eV
SMILES string ... C1=NC[C@H]2S[C@@H]12

---

Which structure is the least stable? The one labeled x.

---

w | ORCA calculation (wB97M-V/def2-TZVPD) on a single C4H6N2O2 molecule.

Each line ends with the Löwdin charge.
Cartesian coordinates (Å):
C 1.371 0.536 0.169  -0.09
C -0.624 -0.570 1.270  -0.64
C 0.432 0.583 1.300  -0.08
C 0.010 -0.400 -1.548  -0.24
N 1.089 0.161 -1.004  0.11
N -1.336 -0.542 0.159  0.10
O -0.737 -1.295 2.241  0.02
O -0.718 0.214 -2.458  0.09
H 2.400 0.845 0.333  0.13
H 0.957 0.583 2.254  0.12
H -0.153 1.501 1.220  0.13
H 0.065 -1.473 -1.703  0.15
H -1.988 -1.312 0.065  0.07
H -0.770 1.168 -2.297  0.14

Results
Orbital gap ... 8.9798 eV
Spin multiplicity ... 1
HOMO energy ... -8.85 eV
LUMO energy ... 0.13 eV

---

x | ORCA calculation (wB97M-V/def2-TZVPD) on 2 unconnected molecules or ions with the total composition C4H6N2O2.

Each line ends with the Löwdin charge.
Cartesian coordinates (Å):
C 0.202 1.563 0.375  -0.01
C 0.418 0.098 0.256  -0.35
O -0.059 -0.743 0.987  0.05
C 1.305 -0.331 -0.929  -0.48
N 1.354 -1.667 -1.059  0.18
O 1.879 0.463 -1.640  0.08
H 0.960 2.100 -0.187  0.08
H -0.780 1.780 -0.052  0.07
H 0.178 1.869 1.418  0.10
H 0.860 -2.235 -0.389  0.10
H 1.907 -2.098 -1.780  0.12
C -2.739 -0.288 1.015  -0.07
N -2.894 0.642 0.376  0.08
H -2.593 -1.151 1.608  0.06

Results
Orbital gap ... 9.8708 eV
Spin multiplicity ... 1
HOMO energy ... -9.74 eV
LUMO energy ... 0.13 eV
SMILES string ... CC(=O)C(N)=O.C#N

---

y | ORCA calculation (wB97M-V/def2-TZVPD) on a molecular structure, C4H6N2O2.

Each line ends with the Löwdin charge.
Cartesian coordinates (Å):
C 0.816 0.406 2.231  -0.19
C 0.257 -0.507 1.397  -0.12
C 0.493 1.474 0.405  -0.31
C -0.591 -0.369 -1.562  -0.33
N 0.946 1.614 1.582  0.02
N 0.022 0.243 0.193  -0.01
O -1.025 -1.560 -1.303  0.11
O 0.364 -0.243 -2.534  0.07
H 1.006 0.303 3.263  0.07
H -0.348 -1.417 1.667  0.11
H 0.440 2.272 -0.350  0.12
H -1.296 0.516 -1.479  0.17
H -1.898 -1.587 -0.948  0.12
H 0.813 -1.147 -2.562  0.16

Results
Orbital gap ... 8.5178 eV
Spin multiplicity ... 1
HOMO energy ... -8.36 eV
LUMO energy ... 0.16 eV

---

Which structure is the least stable? The one labeled y.

---

w | ORCA calculation (wB97M-V/def2-TZVPD) on a single C4H6N2O2 molecule.

Each line ends with the Löwdin charge.
Cartesian coordinates (Å):
C -1.247 -1.286 -0.063  -0.05
C -0.060 -0.396 0.046  -0.26
N 1.246 -0.913 0.257  0.14
C 2.090 0.067 -0.099  -0.42
O 3.233 0.091 -0.416  0.15
O 1.305 1.381 0.141  0.09
C 0.031 0.967 0.122  -0.39
N -0.962 1.913 0.014  0.15
H -0.940 -2.310 -0.269  0.07
H -1.835 -1.292 0.857  0.08
H -1.896 -0.956 -0.875  0.07
H 1.520 -1.716 0.806  0.17
H -0.622 2.839 -0.197  0.10
H -1.862 1.611 -0.325  0.10

Results
Orbital gap ... 8.0469 eV
Spin multiplicity ... 1
HOMO energy ... -7.36 eV
LUMO energy ... 0.69 eV
SMILES string ... Cc1[nH]c(=O)oc1N

---

x | ORCA calculation (wB97M-V/def2-TZVPD) on a single C4H6N2O2 molecule.

Each line ends with the Löwdin charge.
Cartesian coordinates (Å):
N 0.366 -0.831 0.724  -0.07
C -1.309 -0.341 -0.921  0.07
C 0.403 -0.368 -0.613  -0.68
N 0.436 -2.230 0.924  0.03
C 0.207 1.341 -0.635  -0.07
C 0.033 2.135 0.411  0.01
O -2.389 0.048 -0.856  0.20
O 1.166 -0.850 -1.451  0.00
H -0.206 -0.347 1.402  0.11
H 1.283 -2.546 0.458  0.08
H -0.347 -2.698 0.465  0.08
H 0.488 1.697 -1.619  0.10
H -0.302 1.784 1.380  0.06
H 0.172 3.206 0.332  0.06

Results
Orbital gap ... 9.4898 eV
Spin multiplicity ... 1
HOMO energy ... -9.55 eV
LUMO energy ... -0.06 eV

---

y | ORCA calculation (wB97M-V/def2-TZVPD) on a single C4H6N2O2 molecule.

Each line ends with the Löwdin charge.
Cartesian coordinates (Å):
H 0.204 -3.792 -0.077  0.01
N 0.528 -3.157 0.550  0.18
C 0.166 -1.986 0.290  -0.43
N -0.396 -1.305 -0.830  0.07
C -0.108 -0.071 -0.855  -0.16
C 0.120 0.322 0.376  -0.29
O 0.506 1.347 1.229  -0.01
C -0.066 2.389 0.576  -0.17
O 0.072 -0.916 1.113  0.10
H -0.559 -1.816 -1.713  0.17
H 0.224 0.740 -1.772  0.21
H -1.089 2.190 0.624  0.07
H 0.388 2.540 -0.484  0.11
H 0.010 3.515 0.974  0.14

Results
Orbital gap ... 8.6472 eV
Spin multiplicity ... 1
HOMO energy ... -8.05 eV
LUMO energy ... 0.60 eV
SMILES string ... [H]/N=c1\[nH]cc(OC)o1

---

z | ORCA calculation (wB97M-V/def2-TZVPD) on a single C4H6N2O2 molecule.

Each line ends with the Löwdin charge.
Cartesian coordinates (Å):
C -0.016 -2.069 0.465  -0.10
N -0.683 1.123 -1.754  0.06
C 0.343 0.913 0.306  -0.50
N -0.513 0.996 1.359  0.18
O 0.366 1.865 -2.292  -0.03
C -0.276 0.129 -0.936  -0.32
C -0.179 -1.121 -0.634  0.04
O 1.462 1.344 0.242  0.10
H 1.180 1.331 -2.271  0.10
H -1.497 0.874 1.187  0.12
H -0.249 1.644 2.086  0.12
H 0.986 -2.504 0.454  0.08
H -0.203 -1.627 1.453  0.08
H -0.720 -2.898 0.335  0.08

Results
Orbital gap (alpha / beta) ... 8.2719 / 7.8613 eV
Spin multiplicity ... 1
HOMO energy (alpha / beta) ... -8.65 / -8.14 eV
LUMO energy (alpha / beta) ... -0.38 / -0.28 eV

---

Which structure is the least stable? The one labeled z.